# 1
40
Properties=species:S:1:pos:R:3:lowdin_charge:R:1 method="wB97M-V/def2-TZVPD" homo_lumo_gap_ev=8.49 charge=0 homo_energy_ev=-8.097 e_above_lowest_kcal_mol=14.8 smiles="Cn1c(Cc2ccccc2)nnc1SCc1cc(=O)n2ccsc2n1"
C 1.062 -2.917 1.208 -0.024
N 1.415 -1.589 0.801 -0.046
C 1.180 -0.410 1.445 -0.306
C 0.514 -0.290 2.769 -0.064
C -0.974 -0.115 2.585 -0.222
C -1.464 1.095 2.113 -0.076
C -2.823 1.274 1.926 -0.123
C -3.704 0.242 2.201 -0.090
C -3.222 -0.967 2.670 -0.081
C -1.862 -1.145 2.862 -0.050
N 1.623 0.586 0.726 0.090
N 2.178 0.091 -0.387 0.036
C 2.050 -1.206 -0.350 -0.639
S 2.633 -2.351 -1.530 0.970
C 1.697 -1.861 -3.052 -0.363
C 1.271 -0.443 -2.951 -0.386
C 2.050 0.593 -3.378 0.048
C 1.677 1.955 -3.145 -0.411
O 2.245 2.965 -3.491 0.074
N 0.460 2.051 -2.406 0.027
C -0.092 3.230 -1.970 -0.120
C -1.248 3.064 -1.314 -0.345
S -1.701 1.385 -1.211 1.084
C -0.258 0.949 -2.069 -0.580
N 0.078 -0.272 -2.330 0.098
H 1.369 -3.610 0.424 0.059
H -0.017 -2.985 1.355 0.092
H 1.574 -3.181 2.135 0.100
H 0.725 -1.177 3.370 0.116
H 0.926 0.589 3.267 0.129
H -0.769 1.891 1.892 0.113
H -3.197 2.220 1.565 0.100
H -4.765 0.381 2.054 0.102
H -3.904 -1.775 2.890 0.103
H -1.494 -2.088 3.244 0.107
H 2.385 -2.037 -3.875 0.078
H 0.833 -2.522 -3.111 0.078
H 2.991 0.421 -3.872 0.126
H 0.430 4.145 -2.183 0.131
H -1.874 3.813 -0.877 0.068

***

# 2
36
Properties=species:S:1:pos:R:3:lowdin_charge:R:1 method="wB97M-V/def2-TZVPD" homo_lumo_gap_ev=6.20 charge=0 homo_energy_ev=-7.554 e_above_lowest_kcal_mol=161.1
C -1.977 -1.179 2.246 -0.081
C -3.431 -0.561 2.362 -0.146
C -3.212 0.923 2.263 0.009
C -1.892 1.240 2.025 -0.017
C -1.099 0.054 1.964 -0.133
C 0.334 0.059 2.220 -0.193
C 1.019 1.281 2.372 -0.023
C 2.408 1.300 2.495 -0.071
C 3.134 0.112 2.531 -0.070
C 2.454 -1.109 2.438 -0.066
C 1.072 -1.138 2.306 -0.012
H -1.738 -1.617 3.265 0.145
H -1.876 -1.977 1.465 0.139
H -4.127 -0.963 1.609 0.125
H -3.806 -0.861 3.360 0.119
H -4.002 1.678 2.318 0.119
H -1.462 2.254 1.951 0.120
H 0.486 2.233 2.349 0.103
H 2.911 2.269 2.553 0.109
H 4.215 0.127 2.680 0.107
H 3.009 -2.067 2.455 0.116
H 0.533 -2.101 2.206 0.130
O -0.705 -0.374 -0.011 -0.025
C -0.178 0.111 -1.056 -0.295
C -0.037 -0.691 -2.290 -0.089
N -0.731 -1.935 -2.436 -0.313
O -1.543 -2.327 -1.558 0.030
O -0.508 -2.585 -3.503 -0.005
C 0.879 -0.399 -3.303 -0.030
C 1.510 0.838 -3.304 -0.107
C 1.229 1.747 -2.250 -0.092
C 0.376 1.424 -1.194 -0.025
H 1.102 -1.182 -4.040 0.120
H 2.158 1.125 -4.149 0.100
H 1.656 2.762 -2.314 0.104
H 0.076 2.170 -0.446 0.102

***

# 3
40
Properties=species:S:1:pos:R:3:lowdin_charge:R:1 method="wB97M-V/def2-TZVPD" homo_lumo_gap_ev=6.08 charge=-1 homo_energy_ev=-3.568
Tl 1.194 1.434 4.267 0.509
S -0.645 3.649 3.220 0.395
C 0.795 4.042 2.432 -1.202
N 1.876 3.304 2.355 -0.075
C 2.894 3.927 1.665 -0.323
C 4.150 3.375 1.417 -0.025
C 5.084 4.102 0.697 -0.115
C 4.783 5.375 0.215 -0.126
C 3.535 5.936 0.447 -0.116
C 2.598 5.210 1.168 -0.499
S 0.975 5.623 1.623 0.956
H 4.371 2.382 1.788 0.109
H 6.060 3.674 0.504 0.090
H 5.525 5.932 -0.344 0.088
H 3.300 6.925 0.075 0.097
C -3.719 -2.890 -2.287 -0.055
C -2.621 -3.539 -1.432 -0.565
C -1.775 -4.464 -2.317 -0.057
C -3.301 -4.399 -0.366 -0.078
C -1.733 -2.452 -0.820 -0.185
C -1.041 -1.581 -1.666 -0.053
C -0.223 -0.560 -1.186 0.017
C -0.109 -0.432 0.181 -0.229
O 0.609 0.462 0.914 0.086
B 0.378 0.176 2.283 -0.614
O -0.501 -0.949 2.322 0.073
C -0.788 -1.286 1.033 -0.218
C -1.598 -2.299 0.564 0.058
H -4.360 -3.657 -2.729 0.079
H -3.295 -2.295 -3.097 0.074
H -4.339 -2.231 -1.676 0.090
H -2.400 -5.246 -2.758 0.078
H -0.989 -4.942 -1.728 0.088
H -1.298 -3.914 -3.128 0.073
H -3.921 -5.158 -0.850 0.080
H -3.948 -3.801 0.279 0.085
H -2.570 -4.913 0.261 0.084
H -1.147 -1.690 -2.739 0.099
H 0.300 0.111 -1.854 0.117
H -2.108 -2.941 1.268 0.112

***

# 4
43
Properties=species:S:1:pos:R:3:lowdin_charge:R:1 method="wB97M-V/def2-TZVPD" homo_lumo_gap_ev="6.65 / 6.70" spin_multiplicity=5 s2=6.00 charge=0 homo_energy_ev="-8.354 / -8.400" e_above_lowest_kcal_mol=0.0
Pm 1.494 -0.785 0.526 1.072
O -0.022 3.451 -0.475 0.096
C 0.576 2.425 -0.290 -0.548
N 0.086 1.347 0.323 -0.017
C -1.298 1.341 0.669 -0.422
O -2.202 2.008 0.238 0.108
C -1.621 0.289 1.679 -0.223
C -2.796 0.418 2.396 0.001
C -3.043 -0.469 3.425 -0.027
C -2.178 -1.599 3.686 0.001
C -1.006 -1.535 2.944 -0.144
N -0.723 -0.590 2.038 0.005
C 2.002 2.210 -0.771 -0.226
C 2.600 3.292 -1.413 0.048
C 3.957 3.096 -1.761 -0.024
C 4.620 1.984 -1.284 -0.024
C 3.911 0.920 -0.660 -0.113
N 2.624 1.116 -0.401 -0.079
H -3.525 1.190 2.211 0.122
H -3.972 -0.355 4.020 0.116
H -2.252 -2.289 4.489 0.096
H -0.271 -2.212 3.191 0.068
H 2.107 4.213 -1.524 0.109
H 4.478 3.875 -2.318 0.115
H 5.666 1.886 -1.409 0.096
H 4.396 0.035 -0.411 0.068
Br 2.424 0.288 3.226 0.502
C 2.286 -1.587 2.682 -0.780
Br 2.734 -2.486 -1.339 -0.209
H 2.125 -2.200 3.536 -0.054
H 3.365 -1.679 2.308 -0.038
C -2.624 -2.963 -2.540 -0.110
C -1.560 -2.130 -1.834 -0.773
S -0.729 -2.769 -0.589 0.725
C -1.411 -0.711 -2.339 -0.803
C -2.680 -0.022 -2.834 -0.103
S 0.034 -0.043 -2.393 0.847
H -3.516 -2.705 -2.024 0.075
H -2.437 -4.051 -2.490 0.089
H -2.713 -2.676 -3.596 0.084
H -2.929 -0.453 -3.818 0.083
H -2.451 1.081 -2.937 0.099
H -3.525 -0.155 -2.139 0.094

***

# 5
42
Properties=species:S:1:pos:R:3:lowdin_charge:R:1 method="wB97M-V/def2-TZVPD" homo_lumo_gap_ev=7.48 charge=0 homo_energy_ev=-7.988 e_above_lowest_kcal_mol=0.8 smiles="C=CCNC(=S)NNC(=O)c1cccn(Cc2ccc(Cl)c(Cl)c2)c1=O"
C 2.013 5.174 -1.784 0.004
C 1.891 5.033 -3.090 -0.159
C 0.874 4.177 -3.783 -0.230
N 0.134 3.328 -2.890 -0.002
C -1.188 3.414 -2.698 -0.876
S -2.172 4.481 -3.480 0.631
N -1.744 2.611 -1.739 -0.002
N -1.075 1.531 -1.178 0.073
C -0.771 0.413 -1.887 -0.437
O -0.990 0.301 -3.076 0.080
C -0.117 -0.676 -1.097 -0.029
C 0.181 -1.833 -1.767 0.021
C 0.774 -2.918 -1.107 -0.040
C 1.044 -2.790 0.220 -0.035
N 0.767 -1.659 0.897 0.010
C 1.052 -1.607 2.326 -0.076
C 0.105 -2.498 3.085 -0.204
C 0.551 -3.630 3.752 -0.037
C -0.343 -4.450 4.416 -0.093
C -1.697 -4.154 4.410 -0.689
Cl -2.805 -5.183 5.230 0.689
C -2.153 -3.019 3.740 -0.675
Cl -3.830 -2.632 3.723 0.697
C -1.252 -2.197 3.084 -0.042
C 0.167 -0.546 0.311 -0.356
O -0.068 0.441 1.007 0.023
H 2.760 5.816 -1.352 0.049
H 1.362 4.670 -1.089 0.052
H 2.546 5.565 -3.766 0.096
H 1.372 3.563 -4.546 0.126
H 0.142 4.816 -4.291 0.063
H 0.657 2.645 -2.362 0.140
H -2.755 2.540 -1.797 0.126
H -0.873 1.554 -0.175 0.120
H -0.058 -1.884 -2.820 0.128
H 1.007 -3.828 -1.631 0.107
H 1.491 -3.586 0.797 0.137
H 2.089 -1.907 2.496 0.136
H 0.919 -0.564 2.629 0.133
H 1.603 -3.872 3.767 0.114
H 0.002 -5.327 4.939 0.109
H -1.610 -1.315 2.577 0.118

***

# 6
44
Properties=species:S:1:pos:R:3:lowdin_charge:R:1 method="wB97M-V/def2-TZVPD" homo_lumo_gap_ev="7.26 / 6.87" spin_multiplicity=3 s2=2.02 charge=+1 homo_energy_ev="-11.022 / -11.099" e_above_lowest_kcal_mol=6.1
Mo -0.817 -0.423 -0.108 1.588
I -4.882 3.563 1.375 0.976
C -3.434 2.271 2.071 -0.723
C -3.126 2.172 3.423 -0.097
C -2.142 1.288 3.830 -0.018
C -1.482 0.529 2.882 -0.111
N -1.781 0.640 1.592 -0.221
C -2.740 1.474 1.182 -0.235
H -3.654 2.777 4.149 0.112
H -1.887 1.179 4.875 0.123
H -0.712 -0.183 3.148 0.131
H -2.970 1.498 0.122 0.103
I 2.711 -8.200 -1.886 0.944
C 1.833 -6.369 -1.492 -0.729
C 0.928 -5.833 -2.404 -0.124
C 0.342 -4.610 -2.141 0.013
C 0.669 -3.931 -0.970 -0.141
C 1.575 -4.468 -0.059 0.006
C 2.158 -5.694 -0.318 -0.128
C 0.068 -2.639 -0.704 -0.567
O -0.830 -2.095 -1.408 -0.183
O 0.441 -1.909 0.316 -0.166
H 0.687 -6.367 -3.312 0.101
H -0.362 -4.175 -2.838 0.131
H 1.819 -3.926 0.845 0.126
H 2.861 -6.124 0.381 0.100
Cl -2.610 -1.789 0.617 0.143
O -0.005 1.509 0.325 -0.683
S 1.368 2.039 -0.207 1.065
C 1.640 3.446 0.903 -0.280
C 1.338 4.733 0.122 -0.208
C 0.357 4.361 -0.986 -0.213
C 0.919 3.081 -1.593 -0.311
H 2.656 3.380 1.286 0.096
H 0.943 3.274 1.722 0.097
H 2.258 5.127 -0.312 0.121
H 0.941 5.495 0.791 0.122
H 0.268 5.142 -1.740 0.126
H -0.639 4.177 -0.578 0.115
H 1.844 3.257 -2.149 0.115
H 0.244 2.500 -2.218 0.083
Se 1.939 -0.207 -4.120 0.710
C 0.956 -0.042 -2.700 -0.921
N 0.309 0.072 -1.715 -0.192